{
  "formula": "C23H33ClF16NO4",
  "method": "the ωB97M-V functional and the def2-TZVPD basis",
  "charge": 1,
  "e_lumo_ev": -2.4,
  "fmax_ev_per_a": 1.05,
  "total_energy_ha": -3309.73258,
  "species": ["C", "C", "C", "C", "N", "C", "C", "C", "C", "Cl", "C", "C", "C", "O", "C", "C", "O", "H", "H", "H", "H", "H", "H", "H", "H", "H", "H", "H", "H", "H", "H", "H", "H", "H", "H", "H", "H", "H", "H", "H", "H", "H", "C", "C", "C", "F", "F", "F", "F", "O", "C", "C", "F", "F", "F", "F", "H", "H", "H", "H", "C", "C", "C", "F", "F", "F", "F", "O", "C", "C", "F", "F", "F", "F", "H", "H", "H", "H"],
  "xyz": [[2.1282, 3.1571, -1.7733], [2.7924, 2.3156, -2.8920], [3.1192, 0.8546, -2.4865], [2.3424, -0.2093, -3.2786], [1.5295, -1.0969, -2.3582], [2.2541, -2.3242, -1.9286], [2.1597, -3.4909, -2.9187], [1.4669, -3.1331, -4.2338], [0.1762, -2.3052, -4.0930], [-1.2483, -3.3548, -4.2112], [0.1320, -1.3903, -2.8376], [-0.7091, -1.8404, -1.6253], [-2.0413, -1.1105, -1.4671], [-3.0662, -1.7271, -2.2264], [-4.3069, -1.1745, -1.9869], [-4.9785, -0.6088, -3.1952], [-4.7808, -1.1856, -0.8905], [1.1802, 3.5733, -2.1199], [2.7696, 3.9909, -1.4893], [1.9159, 2.5626, -0.8829], [3.7408, 2.7913, -3.1456], [2.1877, 2.3375, -3.7996], [2.9428, 0.7492, -1.4111], [4.1867, 0.6725, -2.6255], [2.9999, -0.8608, -3.8495], [1.6513, 0.2673, -3.9745], [1.4044, -0.5429, -1.5091], [3.3005, -2.0555, -1.7697], [1.8700, -2.6330, -0.9617], [1.6226, -4.3161, -2.4425], [3.1517, -3.8785, -3.1540], [2.1586, -2.5347, -4.8373], [1.2622, -4.0248, -4.8238], [0.1311, -1.6496, -4.9631], [-0.2678, -0.4245, -3.1574], [-0.8570, -2.9202, -1.6008], [-0.1564, -1.5740, -0.7161], [-1.9339, -0.0491, -1.7352], [-2.3132, -1.1293, -0.4055], [-5.9279, -0.1782, -2.8790], [-5.1863, -1.3979, -3.9209], [-4.3753, 0.1696, -3.6634], [0.9857, -0.9314, 3.1298], [1.6508, -1.8956, 2.1372], [1.0025, -3.2629, 1.8939], [0.9802, -4.0102, 2.9978], [1.7361, -3.9195, 0.9501], [2.9567, -2.0397, 2.4060], [1.5732, -1.2340, 0.9176], [1.5068, -0.8345, 4.4364], [1.1169, -1.6655, 5.4596], [2.2807, -2.5130, 5.9924], [2.8444, -3.2285, 4.9973], [1.8000, -3.3659, 6.9171], [0.0605, -2.4227, 5.1118], [0.7281, -0.8785, 6.4794], [1.1845, 0.0471, 2.7078], [-0.0990, -1.0535, 3.1315], [-0.0166, -3.1419, 1.5125], [3.0353, -1.8658, 6.4429], [-3.0767, 3.7958, 1.2523], [-1.7495, 3.0638, 0.9980], [-1.3795, 1.8796, 1.8965], [-1.2449, 2.2167, 3.1847], [-0.1716, 1.3962, 1.4733], [-0.7277, 3.9389, 0.9483], [-1.8646, 2.5013, -0.2495], [-3.0526, 5.0054, 1.9779], [-3.1334, 5.0586, 3.3471], [-1.8756, 5.6734, 3.9774], [-0.7702, 4.9959, 3.6036], [-1.9902, 5.6016, 5.3180], [-3.4280, 3.8593, 3.8795], [-4.1465, 5.8923, 3.6506], [-3.3990, 4.1040, 0.2584], [-3.8404, 3.1120, 1.6259], [-2.1247, 1.0842, 1.8068], [-1.7791, 6.7163, 3.6705]],
  "atomic_forces_ev_per_a": [[-0.16, -0.10, -0.43], [0.36, 0.08, 0.44], [0.15, 0.14, -0.26], [0.00, 0.01, 0.04], [-0.03, 0.34, -0.12], [0.77, -0.69, 0.20], [-0.51, -0.35, -0.24], [0.30, 0.50, -0.04], [0.51, 0.03, -0.19], [-0.11, 0.00, 0.09], [-0.66, -0.18, -0.05], [0.11, 0.18, 0.11], [0.12, -0.29, 0.62], [0.25, 0.52, -0.57], [-0.30, -0.17, 0.21], [-0.43, -0.04, -0.02], [0.15, 0.19, 0.17], [0.06, 0.04, 0.11], [-0.09, -0.07, 0.10], [0.04, 0.05, 0.03], [-0.12, 0.00, -0.15], [0.00, -0.05, 0.01], [-0.02, -0.14, -0.02], [-0.08, -0.02, 0.06], [-0.03, 0.05, 0.03], [-0.05, -0.09, 0.07], [-0.01, -0.02, 0.01], [-0.15, 0.25, 0.01], [-0.11, 0.17, -0.05], [0.00, 0.11, 0.01], [-0.03, 0.09, 0.12], [-0.06, -0.10, -0.01], [-0.03, 0.02, 0.11], [-0.17, -0.11, 0.04], [0.11, -0.01, 0.05], [-0.06, 0.03, -0.04], [0.03, -0.08, -0.10], [-0.02, -0.09, -0.14], [-0.06, -0.09, -0.10], [0.07, -0.04, -0.04], [0.20, 0.06, -0.03], [0.12, -0.16, -0.03], [-0.31, 0.43, 0.20], [0.38, 0.12, 0.53], [-0.12, 0.01, -0.26], [0.09, 0.06, 0.18], [-0.04, 0.06, -0.03], [-0.09, -0.06, -0.01], [-0.15, -0.11, -0.21], [0.45, -0.50, -0.19], [-0.23, 0.25, -0.05], [0.10, -0.01, 0.10], [-0.10, -0.03, -0.12], [0.00, -0.01, -0.01], [0.08, -0.11, -0.11], [-0.08, 0.03, 0.06], [0.03, 0.09, -0.01], [0.02, -0.23, 0.00], [-0.01, 0.00, 0.03], [-0.01, 0.01, 0.00], [-0.62, 0.04, -0.22], [0.16, 0.43, 0.22], [-0.02, -0.15, 0.01], [-0.03, 0.20, 0.03], [-0.10, -0.02, -0.15], [-0.02, -0.07, 0.03], [-0.07, -0.11, -0.09], [0.69, -0.08, 0.03], [-0.31, -0.04, -0.14], [0.04, 0.12, 0.06], [-0.03, -0.15, -0.04], [0.01, -0.01, -0.01], [0.16, -0.08, -0.02], [-0.09, 0.01, 0.05], [0.02, -0.01, -0.02], [0.15, -0.10, 0.14], [0.00, 0.01, -0.03], [-0.01, 0.00, -0.01]]
}


{
  "formula": "C22H17ClN3Pt",
  "method": "the ωB97M-V functional and the def2-TZVPD basis",
  "charge": 3,
  "e_lumo_ev": [-12.3, -12.3],
  "fmax_ev_per_a": 0.75,
  "relative_energy_kj_mol": 0.0,
  "total_energy_ha": -1591.31983,
  "species": ["Pt", "C", "C", "C", "C", "N", "C", "C", "C", "C", "C", "C", "N", "C", "C", "C", "C", "C", "N", "H", "H", "H", "H", "H", "H", "H", "H", "H", "H", "H", "Cl", "C", "C", "C", "C", "C", "C", "C", "H", "H", "H", "H", "H", "H"],
  "xyz": [[-0.3953, -0.0480, -0.7006], [-4.7360, -0.4527, -0.8337], [-5.1196, 0.8486, -0.5743], [-4.1365, 1.8190, -0.3981], [-2.8090, 1.4596, -0.4776], [-2.4384, 0.1637, -0.6924], [-3.3852, -0.7574, -0.8743], [-1.7000, 2.4291, -0.3778], [-1.7834, 3.8058, -0.2672], [-0.6075, 4.5453, -0.2472], [0.6337, 3.9298, -0.3477], [0.6820, 2.5513, -0.4585], [-0.4779, 1.8725, -0.4610], [1.8673, 1.6981, -0.6666], [3.1525, 2.1925, -0.7022], [4.2058, 1.3365, -1.0128], [3.9279, 0.0125, -1.2920], [2.6178, -0.4290, -1.2067], [1.6072, 0.3771, -0.8852], [-5.4621, -1.2358, -1.0007], [-6.1664, 1.1165, -0.5181], [-4.4142, 2.8467, -0.2143], [-3.0550, -1.7684, -1.0726], [-2.7403, 4.3037, -0.2115], [-0.6602, 5.6235, -0.1699], [1.5365, 4.5225, -0.3559], [3.3401, 3.2391, -0.5103], [5.2202, 1.7109, -1.0514], [4.7067, -0.6813, -1.5751], [2.3629, -1.4556, -1.4233], [3.3906, -5.0940, 3.2106], [2.2948, -4.1607, 2.3807], [2.3249, -4.1621, 0.9551], [1.4213, -3.4173, 0.2795], [0.4053, -2.6650, 0.9860], [-0.6172, -2.0672, 0.3171], [0.4166, -2.6802, 2.4354], [1.3423, -3.3961, 3.1127], [3.0529, -4.7819, 0.4494], [1.3982, -3.4476, -0.8036], [-1.5302, -1.8574, 0.8605], [-0.7036, -2.3044, -0.7694], [-0.3357, -2.1149, 2.9716], [1.3663, -3.4269, 4.1936]],
  "atomic_forces_ev_per_a": [[-0.14, 0.04, -0.39], [0.03, -0.06, -0.01], [0.03, 0.06, 0.01], [-0.02, -0.03, -0.06], [-0.10, 0.06, 0.01], [0.14, 0.31, 0.28], [-0.03, -0.13, -0.09], [0.11, 0.07, -0.01], [-0.03, -0.08, 0.05], [-0.02, 0.09, 0.00], [0.06, -0.11, 0.05], [-0.15, 0.10, -0.02], [0.00, -0.24, -0.31], [0.11, 0.10, 0.01], [0.06, -0.04, -0.06], [-0.05, 0.07, 0.02], [-0.04, -0.06, -0.01], [0.05, -0.13, -0.08], [-0.09, 0.25, 0.29], [0.00, 0.00, 0.01], [0.00, 0.00, -0.01], [0.00, 0.00, 0.00], [-0.02, 0.00, 0.01], [-0.01, -0.01, 0.01], [0.00, 0.00, 0.01], [0.01, 0.00, 0.01], [0.00, 0.00, 0.00], [0.00, 0.00, -0.01], [0.00, 0.00, 0.00], [0.02, -0.02, 0.02], [-0.08, 0.07, -0.07], [0.10, -0.08, 0.09], [-0.01, 0.01, -0.06], [0.14, -0.03, 0.01], [0.16, -0.07, 0.01], [-0.31, -0.64, 0.24], [0.00, -0.11, 0.10], [-0.03, 0.03, 0.02], [0.00, 0.00, -0.01], [-0.01, 0.00, 0.00], [0.04, 0.22, 0.02], [0.09, 0.32, -0.10], [-0.01, 0.01, -0.01], [-0.01, 0.01, 0.00]]
}


{
  "formula": "C5H12N2O",
  "method": "the ωB97M-V functional and the def2-TZVPD basis",
  "e_lumo_ev": 0.9,
  "fmax_ev_per_a": 2.49,
  "relative_energy_kj_mol": 186.5,
  "total_energy_ha": -382.43149,
  "smiles": "CNCC(=O)N(C)C",
  "species": ["O", "C", "N", "C", "C", "C", "N", "C", "H", "H", "H", "H", "H", "H", "H", "H", "H", "H", "H", "H"],
  "xyz": [[1.3631, -0.9424, -0.2081], [0.5415, -0.1234, 0.1465], [0.6836, 0.7472, 1.2106], [2.0404, 0.7678, 1.7335], [-0.0594, 2.0009, 1.0898], [-0.6816, -0.0195, -0.8786], [-1.2051, -1.3484, -1.0972], [-2.4550, -1.3741, -1.8391], [2.6666, 1.5791, 1.3901], [1.9345, 0.8561, 2.8394], [2.5188, -0.1997, 1.6098], [0.2339, 2.5118, 0.1723], [-0.0067, 2.5612, 2.0195], [-1.1207, 1.7715, 1.0340], [-0.1035, 0.3700, -1.7314], [-1.4824, 0.6136, -0.5116], [-0.5048, -1.9663, -1.4843], [-2.9676, -2.2898, -1.5056], [-2.3172, -1.4731, -2.9323], [-3.1186, -0.5320, -1.6739]],
  "atomic_forces_ev_per_a": [[0.47, -0.29, 0.70], [-1.30, 0.11, -1.55], [0.21, -0.69, -1.44], [-0.54, -0.22, 2.42], [-0.42, -0.75, 0.43], [1.62, -0.43, 1.50], [-0.33, 0.75, 0.35], [0.13, -1.54, -0.52], [0.07, 0.22, -0.44], [0.26, 0.29, -0.56], [-0.07, 0.14, -0.49], [0.06, 0.61, 0.33], [0.62, 0.34, -0.20], [-0.02, -0.05, -0.20], [-0.68, 0.49, -0.23], [0.02, 0.15, -0.42], [-0.04, 0.11, 0.04], [-0.23, 0.34, -0.29], [-0.03, 0.21, 0.21], [0.20, 0.21, 0.35]]
}